ORCA calculation (ωB97M-V/def2-TZVPD) on C32H41F12MnN3O26S4 as an isolated structure in a non-equilibrium geometry.

Each line ends with the Löwdin charge.
Geometry (Å):
Mn 1.885 -2.096 -0.343  1.046
C -0.770 -1.265 -3.343  -0.691
F 0.269 -0.551 -3.768  0.144
F -1.915 -0.743 -3.769  0.157
F -0.745 -2.472 -3.804  0.195
S -0.902 -1.287 -1.472  0.702
O -2.072 -0.552 -1.081  -0.254
O -0.812 -2.729 -1.177  -0.317
N 0.600 -0.648 -0.901  -0.374
S 0.380 0.978 -0.998  0.611
O 1.582 1.731 -1.024  -0.277
O -0.511 1.517 -2.025  -0.273
C -0.345 1.547 0.699  -0.662
F 0.325 2.533 1.243  0.171
F -1.639 1.828 0.580  0.138
F -0.358 0.548 1.549  0.136
C 4.318 -5.674 0.587  -0.599
F 3.273 -6.503 0.907  0.106
F 5.405 -6.057 1.210  0.166
F 4.579 -5.660 -0.724  0.143
S 4.105 -3.829 1.217  0.772
O 4.674 -3.837 2.592  -0.280
O 4.883 -3.079 0.188  -0.323
N 2.413 -3.361 0.984  -0.420
S 1.866 -3.824 2.415  0.646
O 2.349 -5.105 2.944  -0.287
O 1.825 -2.609 3.257  -0.300
C -0.030 -4.232 1.965  -0.572
F -0.765 -4.680 2.983  0.163
F -0.624 -3.083 1.503  0.073
F 0.044 -5.130 0.976  0.121
C 2.622 2.369 4.252  -0.013
C 2.905 2.302 2.817  -0.309
C 4.390 2.341 2.445  -0.075
O 4.548 1.338 1.463  0.119
C 3.446 0.593 1.467  -0.499
O 3.277 -0.479 0.805  0.017
O 2.655 0.958 2.423  0.110
H 3.032 1.527 4.809  0.105
H 1.543 2.343 4.408  0.095
H 3.070 3.221 4.764  0.101
H 2.451 3.094 2.222  0.154
H 5.163 2.246 3.207  0.145
H 4.618 3.291 1.961  0.138
C 2.660 1.725 -4.375  0.021
C 1.469 2.267 -5.367  -0.252
C 1.633 3.605 -6.085  -0.081
O 2.040 3.033 -7.308  0.065
C 1.593 1.821 -7.551  -0.616
O 1.644 1.250 -8.598  0.162
O 1.233 1.287 -6.394  0.091
H 2.814 2.507 -3.631  0.065
H 3.599 1.501 -4.881  0.080
H 2.348 0.827 -3.841  0.048
H 0.525 2.418 -4.843  0.137
H 2.378 4.266 -5.642  0.138
H 0.678 4.112 -6.224  0.135
C -2.523 6.290 2.927  0.016
C -2.465 5.045 1.893  -0.274
C -3.779 4.362 1.676  -0.135
O -4.297 4.728 0.414  0.084
C -3.287 5.433 -0.220  -0.470
O -3.375 5.889 -1.365  0.117
O -2.177 5.461 0.563  0.049
H -2.717 6.038 3.970  0.080
H -3.306 7.025 2.741  0.081
H -1.642 6.909 2.754  0.062
H -1.712 4.291 2.122  0.138
H -4.362 4.628 2.558  0.138
H -3.497 3.310 1.635  0.122
C 0.834 5.455 -1.724  -0.004
C 1.082 6.734 -1.102  -0.386
C -0.003 7.652 -0.776  -0.086
O 0.145 8.051 0.593  0.074
C 0.993 7.201 1.193  -0.472
O 1.109 7.154 2.436  0.091
O 1.486 6.406 0.186  0.059
H 0.842 5.418 -2.813  0.094
H -0.164 5.096 -1.473  0.091
H 1.460 4.651 -1.336  0.093
H 1.921 7.308 -1.495  0.162
H -0.991 7.195 -0.831  0.125
H 0.202 8.491 -1.441  0.145
C 1.109 -8.523 -1.349  -0.017
C 1.553 -7.465 -2.295  -0.334
C 0.460 -7.037 -3.304  -0.040
O 0.572 -5.623 -3.193  0.106
C 1.414 -5.260 -2.241  -0.588
O 1.604 -4.154 -1.763  0.076
O 1.940 -6.274 -1.723  0.150
H 0.263 -8.330 -0.690  0.102
H 1.995 -8.740 -0.752  0.089
H 1.100 -9.471 -1.886  0.098
H 2.222 -8.015 -2.957  0.155
H -0.553 -7.410 -3.156  0.145
H 0.918 -7.281 -4.263  0.136
C -5.475 -1.596 -0.357  -0.012
C -5.681 -2.969 -0.859  -0.366
C -5.469 -4.022 0.180  -0.147
O -6.657 -4.682 0.223  0.081
C -7.519 -4.129 -0.668  -0.553
O -8.569 -4.636 -0.989  0.144
O -6.990 -3.115 -1.302  0.134
H -4.521 -1.329 0.097  0.083
H -6.059 -1.463 0.554  0.095
H -5.791 -0.869 -1.106  0.100
H -5.022 -3.373 -1.627  0.160
H -5.569 -3.512 1.138  0.137
H -4.599 -4.660 0.027  0.147
N -1.504 -0.406 4.763  0.025
C -0.222 -0.959 4.533  -0.114
C 0.236 -1.565 5.730  -0.090
C -0.758 -1.312 6.662  -0.142
C -1.741 -0.622 6.061  -0.202
H -2.144 -0.174 4.017  0.143
H 0.194 -0.799 3.550  0.069
H 1.151 -2.089 5.962  0.096
H -0.608 -1.477 7.718  0.099
H -2.679 -0.323 6.505  0.107

Calculated values
- <S²> = 8.754
- HOMO (spin up / spin down) (eV) = -8.037 / -8.037
- 2S+1 = 6

=====

ORCA calculation (ωB97M-V/def2-TZVPD) on C32H41N6O3SSi2Ta as an isolated structure in a non-equilibrium geometry.

Each line ends with the Löwdin charge.
Geometry (Å):
Ta -0.145 -0.009 -0.337  1.909
O 0.524 -2.168 -1.442  -0.171
C 1.436 -2.137 -2.530  -0.155
C 2.525 -1.179 -2.159  -0.259
C 3.716 -1.223 -2.864  0.013
C 4.726 -0.335 -2.556  -0.009
C 4.511 0.562 -1.523  -0.015
C 3.302 0.544 -0.861  -0.111
N 2.294 -0.305 -1.162  0.012
H -0.212 -2.756 -1.659  0.026
H 0.952 -1.810 -3.451  0.127
H 1.846 -3.134 -2.690  0.148
H 3.839 -1.957 -3.651  0.135
H 5.663 -0.347 -3.100  0.129
H 5.266 1.275 -1.223  0.124
H 3.135 1.243 -0.064  0.087
O -1.005 1.409 0.424  -0.332
C -1.936 2.405 0.565  -0.284
C -1.842 3.274 1.630  0.014
C -2.837 4.231 1.761  -0.023
C -3.889 4.284 0.848  -0.038
C -3.951 3.387 -0.206  0.003
C -2.952 2.427 -0.364  -0.102
C -2.928 1.414 -1.418  -0.241
N -2.123 0.350 -1.531  -0.029
C -2.485 -0.270 -2.722  -0.160
C -3.500 0.398 -3.303  -0.028
N -3.762 1.461 -2.471  0.156
H -1.020 3.199 2.329  0.123
H -2.797 4.933 2.583  0.122
H -4.669 5.023 0.969  0.121
H -4.792 3.433 -0.887  0.119
H -1.980 -1.142 -3.087  0.095
H -4.044 0.228 -4.217  0.138
H -4.452 2.175 -2.634  0.168
C -2.640 -2.260 3.548  -0.156
Si -2.235 -0.904 2.338  0.477
C -0.997 0.127 3.261  -0.158
C -3.805 0.033 2.064  -0.136
C -1.437 -1.589 0.676  -0.392
C -0.208 -2.318 1.118  -0.411
C -0.048 -3.608 1.629  -0.001
C 1.222 -4.039 1.943  0.002
C 2.318 -3.203 1.724  -0.014
C 2.101 -1.958 1.196  -0.122
N 0.852 -1.523 0.929  -0.086
Si -2.739 -2.690 -0.242  0.491
C -3.357 -4.115 0.786  -0.158
C -2.007 -3.603 -1.710  -0.167
C -4.248 -1.739 -0.791  -0.163
H -2.571 -1.809 4.544  0.052
H -1.963 -3.115 3.543  0.034
H -3.660 -2.628 3.439  0.037
H -1.514 0.512 4.146  0.060
H -0.578 0.975 2.730  -0.008
H -0.175 -0.498 3.624  0.046
H -4.096 0.456 3.033  0.062
H -4.611 -0.634 1.751  0.040
H -3.750 0.855 1.352  0.018
H -0.906 -4.247 1.767  0.100
H 1.370 -5.032 2.350  0.129
H 3.326 -3.523 1.951  0.123
H 2.919 -1.294 0.970  0.108
H -2.655 -4.952 0.834  0.041
H -4.249 -4.488 0.271  0.057
H -3.653 -3.865 1.799  0.017
H -1.209 -4.298 -1.415  0.060
H -1.681 -2.998 -2.558  0.020
H -2.806 -4.245 -2.094  0.070
H -5.108 -2.076 -0.205  0.051
H -4.469 -1.957 -1.840  0.047
H -4.175 -0.659 -0.680  0.011
C 3.175 2.887 2.624  -0.021
C 2.989 1.560 2.975  -0.015
C 2.055 0.811 2.288  -0.149
N 1.316 1.289 1.272  -0.035
C 1.463 2.598 0.990  -0.149
C 2.374 3.417 1.630  -0.016
H 3.904 3.500 3.138  0.127
H 3.545 1.107 3.785  0.124
H 1.851 -0.197 2.602  0.086
H 0.824 3.003 0.228  0.080
H 2.440 4.458 1.345  0.126
O 0.721 2.518 -1.770  -0.524
S 0.549 1.560 -2.865  0.884
N 0.121 0.204 -2.415  -0.512

Calculated values
- relative energy (zero: lowest compared OMol25 entry of this formula, charge and spin) (kJ/mol) = 119.4
- HOMO (eV) = -13.829
- 2S+1 = 1
- charge = +2

=====

ORCA calculation (ωB97M-V/def2-TZVPD) on C32H41N7NaO5PSSi as an isolated structure in a non-equilibrium geometry.

Each line ends with the Löwdin charge.
Geometry (Å):
Na 13.032 12.197 14.412  0.390
C 15.245 11.713 17.065  -0.201
N 15.139 12.265 15.688  0.034
C 16.047 13.127 15.481  -0.172
C 16.128 13.931 14.304  -0.317
C 17.139 14.324 13.367  -0.130
C 16.532 14.918 12.279  -0.135
C 15.121 14.800 12.571  -0.203
N 14.864 14.323 13.811  0.004
C 14.652 10.369 17.069  -0.227
C 13.429 10.074 17.705  -0.031
C 12.798 8.861 17.549  -0.083
C 13.286 7.926 16.651  -0.122
C 14.427 8.201 15.986  -0.122
C 15.190 9.326 16.266  -0.031
H 14.673 12.380 17.780  0.136
H 16.296 11.606 17.397  0.116
H 16.854 13.348 16.243  0.129
H 18.222 14.423 13.591  0.085
H 17.032 15.223 11.394  0.058
H 14.387 15.112 11.872  0.062
H 12.977 10.754 18.442  0.121
H 11.968 8.635 18.187  0.093
H 12.795 6.978 16.558  0.096
H 14.944 7.392 15.502  0.094
H 16.030 9.690 15.677  0.111
C 10.946 8.035 13.027  -0.188
P 11.696 9.438 12.108  0.543
C 13.149 9.039 11.082  -0.181
C 10.298 9.721 10.939  -0.204
O 11.961 10.518 13.099  -0.381
H 10.774 7.194 12.298  0.056
H 10.023 8.434 13.505  0.064
H 11.606 7.763 13.911  0.053
H 13.227 7.928 11.035  0.044
H 14.165 9.440 11.499  0.094
H 12.981 9.461 10.043  0.059
H 9.315 10.006 11.359  0.056
H 10.161 8.881 10.256  0.032
H 10.706 10.596 10.203  0.104
N 8.174 14.758 14.822  0.028
C 8.091 14.202 15.921  -0.312
H 9.191 14.678 14.501  0.011
C 11.297 15.205 17.438  -0.010
C 12.230 14.602 16.448  -0.594
N 13.163 15.458 15.925  0.160
O 12.122 13.442 16.119  0.002
H 10.985 16.186 17.125  0.074
H 11.844 15.302 18.434  0.103
H 10.446 14.600 17.664  0.057
H 13.149 16.470 16.157  0.116
H 13.638 15.157 15.061  0.051
O 7.784 19.831 7.379  -0.396
S 8.492 19.184 8.495  0.421
O 7.746 19.432 9.740  -0.379
O 9.940 19.344 8.520  -0.375
C 8.220 17.410 8.514  -0.382
N 7.443 16.810 7.585  0.117
C 7.088 15.564 7.909  -0.170
C 7.621 14.869 8.948  -0.001
C 8.679 15.517 9.714  -0.173
N 8.904 16.831 9.463  0.143
C 9.500 15.001 10.756  -0.171
C 9.318 13.800 11.422  -0.035
C 10.068 13.434 12.475  -0.154
N 10.914 14.303 13.083  0.057
C 11.172 15.432 12.460  -0.129
C 10.518 15.812 11.262  0.026
H 6.486 15.091 7.163  0.092
H 7.199 13.900 9.301  0.104
H 8.474 13.155 11.121  0.115
H 9.960 12.487 12.929  0.089
H 12.082 16.040 12.880  0.133
H 10.754 16.738 10.767  0.110
C 5.742 10.306 18.965  -0.234
Si 7.464 11.135 18.892  0.394
C 7.952 11.749 20.647  -0.197
C 8.577 9.742 18.184  -0.206
C 7.523 12.528 17.762  -0.190
C 7.793 13.391 16.921  -0.262
H 4.936 10.792 19.568  0.020
H 5.845 9.366 19.479  -0.018
H 5.514 10.196 17.864  0.033
H 8.266 10.913 21.179  -0.028
H 7.104 12.246 21.188  0.034
H 8.746 12.462 20.667  -0.001
H 9.596 9.971 18.377  -0.018
H 8.388 9.539 17.114  0.027
H 8.289 8.792 18.687  0.011

Calculated values
- relative energy (zero: lowest compared OMol25 entry of this formula, charge and spin) (kJ/mol) = 65.9
- HOMO (eV) = 0.262
- 2S+1 = 1
- charge = -2

=====

> What is the 2S+1 in the first record?

6

=====

> Which of these has the highest 2S+1?

C32H41F12MnN3O26S4